Record 1
C3H11N2O2 | the ωB97M-V functional and the def2-TZVPD basis

Computed properties:
- LUMO energy (spin up / spin down) (eV) = -3.926 / -3.710
- charge = +1

Each line ends with the natural charge from an NBO analysis.
Cartesian coordinates (Å):
C: 2.110 -0.551 1.125  -0.5265
C: -1.209 -0.210 0.527  0.3060
C: 0.058 -0.026 -0.336  0.2881
N: 0.120 -0.802 -1.480  -0.8346
N: 0.336 1.413 -0.622  -0.7170
O: -1.978 -1.264 0.074  -0.6968
O: -1.886 1.019 0.493  -0.7530
H: 1.758 -0.202 2.074  0.1926
H: 2.829 0.055 0.609  0.1778
H: 2.149 -1.609 0.964  0.2015
H: -0.924 -0.476 1.556  0.1811
H: 1.030 -0.912 -1.910  0.4008
H: -0.367 -1.686 -1.376  0.4270
H: -0.360 1.789 -1.289  0.4431
H: 0.233 1.955 0.248  0.4631
H: 1.278 1.535 -1.008  0.4446
H: -2.499 -0.999 -0.694  0.4892
H: -2.678 0.970 1.044  0.5129

=====

Record 2
C3H11N2O2 | the ωB97M-V functional and the def2-TZVPD basis

Computed properties:
- LUMO energy (eV) = -3.021
- charge = +1

Each line ends with the natural charge from an NBO analysis.
Cartesian coordinates (Å):
O: 0.319 0.901 1.478  -0.6367
C: -0.595 0.086 1.550  0.6672
N: -1.375 0.006 2.674  -0.7790
C: -0.916 -0.568 0.155  -0.3286
N: -0.051 0.129 -0.759  -0.5536
C: -0.620 0.069 -2.118  -0.4665
H: -1.163 0.685 3.364  0.4312
H: -2.077 -0.668 2.763  0.4108
H: -0.887 -1.667 0.234  0.2687
H: -1.942 -0.206 -0.091  0.2468
H: 0.947 -0.120 -0.771  0.4848
H: 0.074 1.217 -0.358  0.4973
H: 0.018 0.586 -2.817  0.2446
H: -1.765 0.375 -2.439  0.2703
H: -0.649 -1.082 -2.433  0.2359
H: 4.099 0.296 -0.699  0.4969
H: 3.348 0.071 0.633  0.4895
O: 3.235 -0.109 -0.366  -0.9795

=====

Record 3
C3H11N2O3 | the ωB97M-V functional and the def2-TZVPD basis

Computed properties:
- LUMO energy (spin up / spin down) (eV) = 0.211 / 0.084
- 2S+1 = 2
- ⟨S²⟩ = 0.75

Each line ends with the Löwdin spin population.
Cartesian coordinates (Å):
N: 1.900 0.712 0.538  0.1780
C: 0.533 0.213 0.127  0.1283
C: -0.512 1.168 0.670  0.0604
O: -0.087 2.488 0.272  0.0591
C: 0.354 -1.135 0.852  0.0514
N: -0.593 -1.897 0.274  0.0104
O: 0.958 -1.394 1.871  0.0423
H: 1.840 1.670 0.886  0.0801
H: 2.265 0.133 1.306  0.0573
H: 2.598 0.729 -0.267  0.2177
H: 0.501 0.160 -0.950  0.0522
H: -1.474 0.999 0.164  0.0120
H: -0.617 1.109 1.753  0.0098
H: -0.609 3.166 0.721  0.0112
H: -0.765 -2.846 0.564  0.0007
H: -0.947 -1.640 -0.641  0.0012
H: -2.396 -0.715 -2.623  0.0043
H: -1.343 -1.716 -3.143  0.0038
O: -1.606 -1.202 -2.374  0.0200

=====

Per-record molar mass, g mol⁻¹: 107.13 107.13 123.13